Here is one molecule with the formula CH4N3P at a distorted geometry from the Open Molecules 2025 dataset. Energies are from ωB97M-V/def2-TZVPD.

```
9
Properties=species:S:1:pos:R:3:forces:R:3:nbo_charge:R:1
N -2.466685 -1.303628 0.138584 -0.38 -0.21 0.04 -0.33
C -1.690246 -0.477404 -0.037901 1.48 1.25 -0.17 -0.07
P -0.300288 0.817462 -0.391626 0.74 -2.49 2.90 1.09
N 0.514334 0.357882 1.422589 3.57 1.00 -6.01 -1.06
N 0.714168 -0.102399 -1.373186 -0.34 -0.45 2.88 -1.16
H -0.136049 0.486167 2.087089 -3.00 0.77 2.96 0.35
H 1.353160 1.008844 1.592744 -1.91 -1.11 -0.38 0.37
H 1.193109 -0.972899 -1.158568 -0.49 0.29 0.26 0.42
H 0.818496 0.185975 -2.279726 0.33 0.94 -2.47 0.39
```
Positions in Å, forces in eV/Å.

As for the energy above the lowest of the compared OMol25 structures with the same formula, charge and spin: 17.1 kcal per mole. Its structure (SMILES) is N#CP(N)N. The value obtained for the LUMO energy is 0.5 eV. The calculation puts the HOMO energy at -9.72 eV.